The following is a DFT calculation (wB97M-V/def2-TZVPD) of a single C5H10S molecule.

The energy above the lowest of the compared OMol25 structures with the same formula, charge and spin is 116.6 kJ/mol. The spin multiplicity is 1. As for the total energy: -16181.26863 eV. Its SMILES is C=C[C@H](C)CS. As for the gap between HOMO and LUMO: 10.1 eV.

Geometry (Å):
C -2.068 1.361 0.149
C -0.859 1.022 -0.293
C -0.063 -0.284 -0.018
C 0.232 -0.495 1.475
C 1.202 -0.230 -0.957
S 2.310 -1.665 -0.785
H -2.590 0.803 0.869
H -2.635 2.237 -0.152
H -0.327 1.625 -1.053
H -0.681 -1.060 -0.395
H -0.644 -0.387 2.095
H 0.705 -1.492 1.591
H 1.004 0.229 1.781
H 1.804 0.582 -0.626
H 0.805 0.080 -1.900
H 1.805 -2.327 -1.781

natural (NBO) atomic charges, in units of e:
1 C -0.3958
2 C -0.1626
3 C -0.2612
4 C -0.6116
5 C -0.5106
6 S -0.0243
7 H 0.1861
8 H 0.2022
9 H 0.1852
10 H 0.2040
11 H 0.2160
12 H 0.2223
13 H 0.2026
14 H 0.2083
15 H 0.2239
16 H 0.1155

***

The following is a DFT calculation (wB97M-V/def2-TZVPD) of a single C5H10S molecule.

The energy above the lowest of the compared OMol25 structures with the same formula, charge and spin is 129.6 kJ/mol. The spin multiplicity is 1. As for the total energy: -16181.13382 eV. Its SMILES is CC1(S)CCC1. As for the gap between HOMO and LUMO: 9.9 eV.

Geometry (Å):
C 1.072 1.480 -0.134
C 0.435 0.115 0.040
S 1.729 -1.185 -0.059
C -0.526 -0.370 -1.136
C -1.492 -0.901 -0.097
C -0.702 -0.206 1.037
H 0.348 2.226 -0.101
H 1.658 1.599 0.726
H 1.651 1.355 -1.050
H 2.225 -1.008 1.122
H -0.907 0.509 -1.746
H 0.004 -1.003 -1.744
H -1.398 -2.014 -0.093
H -2.546 -0.572 -0.095
H -1.083 0.768 1.380
H -0.469 -0.795 1.951

natural (NBO) atomic charges, in units of e:
1 C -0.6241
2 C -0.0753
3 S -0.0515
4 C -0.4108
5 C -0.4118
6 C -0.4228
7 H 0.2065
8 H 0.2066
9 H 0.2264
10 H 0.1016
11 H 0.2002
12 H 0.2051
13 H 0.2181
14 H 0.2138
15 H 0.2038
16 H 0.2142

***

The following is a DFT calculation (wB97M-V/def2-TZVPD) of a molecular structure, C5H11AgBr2FNOPt.

The energy above the lowest of the compared OMol25 structures with the same formula, charge and spin is 0.0 kJ/mol. The spin multiplicity is 3. As for the total energy: -158926.70824 eV. Its total charge is +2. The expectation value of S² is 2.017. As for the gap between HOMO and LUMO (spin up / spin down): 6.0 / 4.5 eV.

Geometry (Å):
Ag 1.192 -0.979 4.535
Pt 3.852 -1.843 2.672
F 1.908 -1.303 2.394
Br -1.127 -1.527 -2.119
C -0.190 -1.904 -0.438
C -1.128 -2.419 0.632
Br -2.107 -3.968 0.116
H 0.218 -0.942 -0.124
H 0.627 -2.568 -0.697
H -1.770 -1.612 0.979
H -0.480 -2.695 1.467
C -0.741 1.578 0.588
O -1.920 1.505 0.711
N -0.132 1.887 -0.666
C 1.295 1.782 -0.810
C -0.948 2.023 -1.816
H -0.019 1.457 1.408
H 1.721 1.138 -0.043
H 1.732 2.778 -0.632
H 1.538 1.470 -1.822
H -1.246 1.021 -2.204
H -1.872 2.544 -1.554
H -0.402 2.578 -2.577

natural (NBO) atomic charges, in units of e:
1 Ag 0.9708
2 Pt 0.8603
3 F -0.8237
4 Br 0.0486
5 C -0.4258
6 C -0.5050
7 Br 0.0961
8 H 0.1769
9 H 0.2411
10 H 0.2222
11 H 0.2182
12 C 0.4938
13 O -0.3700
14 N -0.0675
15 C -0.4648
16 C -0.4852
17 H 0.1489
18 H 0.2394
19 H 0.2864
20 H 0.2724
21 H 0.3173
22 H 0.2869
23 H 0.2628